Formula: C3H11N5
Source: OMol25
Level of theory: ωB97M-V/def2-TZVPD

Its max |F| is 0.0716 hartree/bohr. The net charge is 0. The SMILES is C[C@@H](N)N(C)N.N#N. The multiplicity is 1. Its HOMO-LUMO gap is 9.51 eV.

Positions of all 19 atoms, in Å:
C: -1.12 1.64 0.27
C: -0.86 0.28 -0.37
N: -0.79 0.38 -1.78
N: 0.42 -0.41 0.19
C: 0.33 -0.93 1.54
N: 1.57 0.37 -0.05
H: -2.10 1.99 -0.04
H: -0.37 2.36 -0.06
H: -1.10 1.57 1.35
H: -1.67 -0.42 -0.10
H: -0.61 -0.54 -2.22
H: 0.00 0.96 -2.03
H: 0.31 -0.14 2.30
H: 1.19 -1.58 1.72
H: -0.57 -1.53 1.63
H: 2.37 -0.21 -0.29
H: 1.85 0.92 0.77
N: 0.59 -2.40 -0.86
N: 0.57 -2.31 -1.96